{
  "formula": "C16H29N3O4S3W",
  "method": "the ωB97M-V functional and the def2-TZVPD basis",
  "species": ["W", "C", "C", "O", "C", "C", "O", "C", "C", "O", "C", "C", "O", "H", "H", "H", "H", "H", "H", "H", "H", "H", "H", "H", "H", "H", "H", "H", "H", "S", "C", "S", "S", "C", "C", "N", "C", "N", "C", "C", "C", "N", "C", "H", "H", "H", "H", "H", "H", "H", "H", "H", "H", "H", "H", "H"],
  "positions_angstrom": [[0.113, 0.830, -0.916], [1.418, 0.574, -3.963], [2.622, 0.978, -3.103], [2.576, 0.306, -1.825], [3.348, -0.933, -1.782], [2.863, -1.574, -0.482], [1.428, -1.421, -0.405], [0.700, -2.512, -0.946], [-0.760, -2.197, -0.789], [-1.046, -0.922, -1.462], [-1.361, -1.184, -2.849], [-1.053, 0.087, -3.573], [0.253, 0.527, -3.035], [1.143, 1.319, -4.737], [1.545, -0.450, -4.357], [3.441, 0.780, -3.735], [2.612, 2.044, -2.903], [3.133, -1.505, -2.680], [4.421, -0.746, -1.740], [3.080, -2.680, -0.453], [3.368, -1.120, 0.439], [0.924, -2.698, -1.998], [0.891, -3.476, -0.499], [-1.377, -2.968, -1.167], [-1.019, -2.043, 0.267], [-0.848, -2.105, -3.107], [-2.474, -1.406, -2.821], [-0.939, -0.100, -4.639], [-1.779, 0.885, -3.469], [-0.859, 5.196, -1.018], [-0.549, 3.656, -0.911], [1.103, 2.946, -0.817], [-1.752, 2.282, -1.019], [-3.121, -0.505, 3.597], [-3.561, -0.177, 2.213], [-2.297, 0.013, 1.426], [-1.114, 0.380, 1.916], [-0.026, 0.559, 1.075], [1.203, 0.506, 1.808], [1.233, 1.517, 2.943], [0.202, 1.139, 3.904], [-0.982, 0.510, 3.221], [-2.086, 0.415, 4.156], [-2.743, -1.549, 3.647], [-3.999, -0.512, 4.267], [-4.115, 0.751, 2.134], [-4.126, -1.049, 1.817], [-2.346, -0.245, 0.441], [2.083, 0.621, 1.121], [1.307, -0.562, 2.187], [1.024, 2.525, 2.592], [2.162, 1.508, 3.562], [-0.187, 1.978, 4.490], [0.585, 0.430, 4.620], [-2.581, 1.367, 4.220], [-1.678, 0.011, 5.133]],
  "forces_ev_per_angstrom": [[0.458, 0.920, 0.659], [-0.831, -0.018, 0.852], [-1.784, 0.422, 0.286], [1.005, 0.005, -1.174], [-0.804, 0.664, 0.733], [0.622, -1.031, 0.505], [0.228, -0.387, 0.312], [-0.415, -0.036, -0.486], [0.707, 1.279, 1.245], [-0.242, -1.504, 0.540], [-2.428, -0.053, 0.946], [1.418, -0.222, -1.027], [-0.547, 0.030, -0.578], [0.527, -0.554, 0.304], [-0.170, 0.487, -0.071], [1.611, -0.521, -0.191], [-0.075, 0.041, 0.083], [-0.133, -0.322, -0.014], [0.001, 0.207, -0.015], [0.045, 1.101, -0.058], [-1.003, -0.391, -1.329], [0.223, 0.389, -0.307], [0.330, -0.184, 0.779], [-0.739, -0.722, -0.593], [0.166, -0.020, -0.253], [0.320, 0.316, -0.685], [1.183, 0.239, -0.575], [0.051, -0.042, -0.102], [0.003, 0.047, 0.453], [-0.303, 0.665, 0.094], [0.083, -0.922, -0.296], [-0.549, -0.108, -0.010], [0.978, 0.326, 0.084], [-0.976, -1.903, 1.615], [1.183, -0.194, -0.670], [-0.850, -0.615, -1.111], [0.062, -0.020, -0.418], [-1.491, -0.358, 0.045], [2.376, -1.365, 0.244], [1.301, 0.389, 0.075], [-1.888, -0.456, 0.321], [1.308, 0.960, 1.179], [-0.266, -1.056, 0.086], [-0.155, 0.501, -0.258], [0.335, 0.095, -0.238], [-0.370, -0.019, 0.070], [0.347, 0.842, -0.076], [0.194, 0.443, 0.445], [-0.889, 0.226, 0.471], [0.077, 1.150, -0.025], [0.339, 0.056, -0.376], [-0.254, 0.163, -1.118], [0.078, -0.005, -0.192], [-0.060, -0.541, 0.219], [0.280, 0.788, 0.668], [-0.617, 0.816, -1.067]],
  "s_squared": 2.016,
  "spin_multiplicity": 3,
  "lumo_energy_ev": [-6.68, -6.20],
  "homo_energy_ev": [-13.5804, -13.5865],
  "relative_energy_kcal_mol": 0.0,
  "charge": 2
}

---

{
  "formula": "C16H29N3O5Se2SiTe2V",
  "method": "the ωB97M-V functional and the def2-TZVPD basis",
  "species": ["V", "Se", "Te", "Te", "Se", "C", "C", "C", "C", "O", "Si", "O", "O", "C", "C", "C", "C", "O", "C", "C", "C", "C", "H", "H", "H", "H", "H", "H", "H", "H", "H", "H", "H", "H", "H", "H", "H", "H", "H", "H", "H", "H", "H", "H", "H", "H", "H", "H", "H", "N", "C", "O", "C", "C", "N", "C", "N", "H", "H"],
  "positions_angstrom": [[-2.305, 1.111, -0.118], [-1.638, 3.273, 0.671], [-2.471, 4.779, -1.180], [-4.618, 3.254, -1.712], [-3.242, 1.218, -2.300], [1.052, 2.799, -1.920], [1.997, 1.651, -2.233], [2.110, 1.433, -3.733], [3.366, 1.880, -1.607], [1.462, 0.421, -1.705], [0.804, -0.006, -0.298], [-0.855, 0.279, -0.395], [1.346, 0.904, 0.925], [1.288, 0.673, 2.350], [2.356, -0.347, 2.720], [1.582, 2.020, 2.991], [-0.097, 0.176, 2.746], [1.034, -1.569, -0.003], [1.069, -2.715, -0.886], [-0.029, -2.595, -1.934], [0.838, -3.925, 0.004], [2.447, -2.766, -1.533], [1.420, 3.725, -2.367], [0.970, 2.948, -0.842], [0.057, 2.597, -2.323], [2.535, 2.315, -4.215], [1.125, 1.241, -4.160], [2.753, 0.578, -3.942], [3.826, 2.779, -2.020], [4.019, 1.030, -1.811], [3.274, 2.000, -0.527], [3.334, 0.001, 2.384], [2.146, -1.309, 2.252], [2.390, -0.481, 3.802], [2.567, 2.374, 2.684], [1.566, 1.936, 4.079], [0.838, 2.757, 2.684], [-0.350, -0.756, 2.236], [-0.857, 0.931, 2.518], [-0.134, -0.006, 3.821], [-1.003, -2.524, -1.449], [-0.025, -3.475, -2.578], [0.132, -1.716, -2.564], [-0.136, -3.852, 0.485], [1.613, -3.979, 0.770], [0.874, -4.841, -0.588], [2.613, -1.881, -2.148], [2.532, -3.652, -2.165], [3.220, -2.814, -0.766], [-5.772, 0.599, 1.801], [-4.663, -0.051, 1.430], [-3.696, 0.706, 0.985], [-4.526, -1.426, 1.518], [-5.608, -2.191, 2.022], [-6.539, -2.724, 2.444], [-3.312, -2.020, 1.106], [-2.305, -2.460, 0.757], [-5.809, 1.596, 1.681], [-6.568, 0.098, 2.157]],
  "forces_ev_per_angstrom": [[-0.016, 0.095, 0.052], [-0.023, -0.056, -0.024], [0.005, 0.002, -0.001], [-0.001, -0.013, -0.001], [-0.001, 0.030, -0.033], [-0.016, 0.002, 0.007], [0.012, 0.003, 0.006], [0.006, -0.004, -0.010], [0.013, 0.005, -0.004], [-0.009, 0.007, -0.017], [0.068, -0.028, 0.012], [-0.024, 0.010, 0.050], [0.003, -0.016, 0.005], [0.012, 0.033, -0.007], [0.003, -0.015, 0.003], [-0.005, 0.004, 0.006], [-0.013, -0.005, 0.012], [-0.018, 0.009, -0.008], [0.006, -0.029, -0.008], [-0.005, -0.003, -0.013], [-0.007, -0.003, 0.011], [0.001, 0.003, -0.008], [0.006, -0.004, -0.006], [-0.002, -0.002, -0.003], [0.004, 0.002, 0.000], [-0.002, 0.002, 0.002], [0.000, 0.000, 0.000], [-0.002, -0.001, 0.000], [-0.003, 0.000, -0.001], [-0.002, 0.000, -0.001], [-0.007, -0.001, -0.001], [-0.002, 0.000, -0.004], [0.000, 0.003, -0.001], [-0.005, 0.002, 0.001], [-0.001, -0.002, -0.003], [-0.003, -0.001, -0.002], [-0.004, -0.002, -0.004], [0.004, 0.002, -0.001], [0.001, 0.002, -0.008], [0.002, -0.001, -0.002], [0.004, 0.003, 0.001], [0.003, 0.001, 0.001], [-0.002, 0.002, 0.000], [0.008, 0.002, -0.001], [0.000, 0.001, 0.001], [0.002, 0.003, -0.007], [0.000, 0.000, 0.002], [-0.005, -0.001, 0.002], [-0.001, 0.005, 0.002], [-0.015, 0.016, 0.000], [0.054, 0.012, -0.008], [0.022, -0.052, -0.010], [-0.071, 0.004, 0.030], [0.001, -0.007, -0.008], [-0.002, 0.004, 0.000], [0.015, -0.018, 0.001], [0.013, 0.002, 0.006], [-0.003, -0.005, -0.002], [0.000, -0.002, -0.003]],
  "s_squared": 0.778,
  "spin_multiplicity": 2,
  "lumo_energy_ev": [-1.77, -1.41],
  "homo_energy_ev": [-8.2544, -8.2499],
  "relative_energy_kcal_mol": 0.0
}

---

{
  "formula": "C16H30BBrClCsGaMgNNa2O11",
  "method": "the ωB97M-V functional and the def2-TZVPD basis",
  "species": ["O", "C", "O", "Ga", "B", "O", "O", "H", "H", "H", "H", "Cs", "O", "H", "H", "Na", "Mg", "Cl", "C", "C", "C", "O", "C", "C", "C", "O", "O", "O", "H", "H", "H", "H", "C", "C", "C", "C", "C", "C", "N", "O", "C", "C", "C", "H", "H", "H", "H", "H", "H", "H", "H", "H", "H", "H", "H", "H", "H", "H", "H", "H", "H", "O", "H", "H", "Na", "Br"],
  "positions_angstrom": [[3.805, -6.505, -2.424], [4.715, -5.774, -2.883], [5.800, -6.188, -3.371], [4.378, -3.712, -2.740], [5.464, -3.131, -1.006], [6.897, -3.250, -0.945], [4.721, -2.700, 0.084], [2.816, -3.507, -2.555], [4.965, -2.981, -4.096], [7.112, -4.088, -0.515], [3.843, -3.080, -0.021], [4.567, -5.579, 0.188], [3.487, -6.601, -5.839], [4.147, -6.470, -5.146], [2.876, -7.231, -5.444], [7.249, -3.812, -3.180], [5.999, -3.450, -6.205], [6.754, -1.811, 2.124], [-1.707, -2.055, 3.457], [-0.720, -2.920, 3.688], [0.172, -3.442, 2.587], [1.105, -4.190, 2.908], [-0.074, -3.056, 1.239], [-1.081, -2.198, 0.976], [-1.948, -1.624, 2.079], [-2.799, -0.829, 1.748], [-1.372, -1.785, -0.228], [-0.433, -3.405, 4.916], [-2.346, -1.666, 4.237], [0.562, -3.455, 0.460], [-2.128, -1.170, -0.165], [0.280, -4.043, 4.769], [-2.388, 3.370, 3.024], [-2.323, 3.438, 1.487], [-3.689, 3.053, 0.910], [-4.815, 4.070, 1.143], [-4.311, 5.519, 1.257], [-2.967, 5.788, 0.580], [-1.959, 4.837, 1.121], [-0.802, 5.024, 0.740], [-2.534, 7.206, 0.954], [-3.070, 5.674, -0.941], [-1.278, 2.457, 0.997], [-1.421, 3.632, 3.457], [-2.644, 2.357, 3.334], [-3.136, 4.051, 3.432], [-3.574, 2.877, -0.161], [-3.967, 2.088, 1.336], [-5.534, 3.985, 0.328], [-5.363, 3.817, 2.051], [-5.048, 6.207, 0.846], [-4.220, 5.783, 2.314], [-2.363, 7.291, 2.027], [-3.321, 7.904, 0.676], [-1.620, 7.492, 0.436], [-3.803, 6.402, -1.286], [-3.390, 4.687, -1.273], [-2.113, 5.899, -1.410], [-1.569, 1.454, 1.306], [-0.291, 2.661, 1.406], [-1.201, 2.467, -0.091], [0.870, -3.053, -4.975], [0.991, -2.634, -5.847], [1.494, -3.786, -5.011], [2.361, -3.855, 5.083], [1.891, -2.452, -7.946]],
  "forces_ev_per_angstrom": [[0.030, -0.303, 0.421], [-0.322, 0.836, -0.160], [0.875, 0.228, -0.213], [-0.564, -0.423, -0.259], [0.092, 1.297, -0.833], [-0.779, -0.298, -0.089], [0.819, -0.777, 0.128], [0.014, 0.168, 0.173], [0.299, -0.117, -0.008], [0.444, 0.498, 0.516], [-0.388, 1.094, -0.488], [-0.277, -1.656, 0.460], [0.114, 0.013, -0.031], [0.070, -0.098, 0.085], [-0.035, 0.076, 0.023], [-0.344, -0.388, -0.022], [-0.618, 0.030, -0.045], [-0.078, -0.306, 0.505], [-0.088, 0.087, -0.045], [-0.017, -0.093, -0.028], [0.023, 0.103, -0.469], [0.200, 0.070, 1.030], [0.154, -0.190, 0.045], [-0.014, 0.014, -0.079], [0.074, -0.057, 0.082], [-0.074, 0.076, 0.098], [-0.001, 0.009, 0.053], [0.160, 0.365, 0.005], [-0.001, -0.021, 0.007], [-0.044, 0.045, -0.053], [-0.019, 0.010, -0.023], [-0.627, -0.464, -0.404], [0.073, 0.255, 0.102], [-0.491, -0.491, 1.150], [-0.197, 0.300, -0.417], [0.034, 0.012, 0.014], [-0.047, -0.364, 0.277], [-0.836, 0.773, 0.685], [0.252, -0.733, -2.031], [0.153, 0.301, 0.574], [0.310, 0.018, -0.017], [0.265, -0.269, -0.156], [0.403, 0.034, -0.252], [0.007, -0.003, -0.015], [-0.002, -0.025, -0.062], [-0.019, -0.013, -0.016], [0.065, 0.013, 0.005], [0.110, -0.019, 0.058], [0.019, -0.027, -0.024], [-0.003, 0.025, 0.012], [0.056, 0.036, -0.068], [0.073, 0.040, -0.012], [-0.023, -0.009, 0.008], [-0.024, -0.028, -0.025], [0.012, -0.027, 0.004], [-0.008, 0.019, 0.036], [-0.030, 0.006, 0.022], [0.021, -0.004, 0.043], [-0.145, 0.033, 0.037], [-0.014, 0.060, 0.008], [0.019, 0.049, 0.001], [-0.159, 0.004, 0.335], [0.063, -0.108, -0.048], [-0.019, 0.028, -0.010], [0.599, 0.214, -0.468], [0.406, 0.075, -0.135]],
  "lumo_energy_ev": -4.04,
  "homo_energy_ev": -5.1429
}

---

no.,F_max (eV/Å),E_tot (eV)
1,2.75,-64038.714
2,0.11,-210623.279
3,2.17,-191527.497